{
  "formula": "C21H18NO6P",
  "method": "the ωB97M-V functional and the def2-TZVPD basis",
  "species": ["O", "C", "C", "C", "C", "C", "C", "C", "C", "O", "C", "C", "C", "C", "C", "C", "H", "H", "H", "H", "H", "H", "H", "H", "C", "C", "N", "C", "C", "P", "C", "O", "C", "O", "O", "C", "O", "H", "H", "H", "H", "H", "H", "H", "H", "H", "H"],
  "xyz": [[-5.308, 3.971, 2.452], [-4.635, 3.149, 1.869], [-4.814, 2.906, 0.409], [-5.752, 3.653, -0.291], [-5.908, 3.464, -1.653], [-5.128, 2.529, -2.323], [-4.201, 1.772, -1.629], [-4.043, 1.953, -0.261], [-3.052, 1.116, 0.472], [-2.419, 0.255, -0.101], [-2.858, 1.373, 1.927], [-1.916, 0.629, 2.626], [-1.703, 0.872, 3.971], [-2.430, 1.861, 4.626], [-3.378, 2.597, 3.938], [-3.599, 2.354, 2.589], [-6.352, 4.381, 0.237], [-6.638, 4.049, -2.196], [-5.245, 2.390, -3.389], [-3.594, 1.038, -2.141], [-1.353, -0.135, 2.109], [-0.967, 0.293, 4.513], [-2.257, 2.054, 5.676], [-3.950, 3.363, 4.441], [6.836, -1.972, -0.178], [5.706, -1.535, -1.097], [5.240, -2.656, -1.935], [4.065, -3.327, -1.619], [2.769, -2.993, -1.802], [1.994, -1.427, -2.353], [1.618, -0.790, -0.702], [3.231, -0.413, -2.771], [1.994, -4.257, -1.683], [0.924, -4.497, -2.140], [2.822, -5.264, -1.185], [3.992, -4.608, -0.840], [4.623, -4.839, 0.150], [7.760, -2.108, -0.731], [6.600, -2.908, 0.319], [6.999, -1.212, 0.585], [4.869, -1.138, -0.529], [6.102, -0.785, -1.773], [5.284, -2.491, -2.924], [1.240, 0.226, -0.719], [0.847, -1.416, -0.255], [2.473, -0.826, -0.027], [3.513, -0.655, -3.654]],
  "forces_ev_per_angstrom": [[-0.006, 0.016, 0.008], [-0.073, 0.072, 0.055], [0.092, -0.079, 0.018], [-0.066, 0.052, -0.093], [0.026, -0.030, -0.026], [-0.030, 0.032, 0.025], [-0.041, 0.004, -0.115], [-0.018, 0.054, 0.107], [0.053, -0.080, -0.057], [0.064, -0.013, -0.006], [-0.085, 0.078, -0.026], [0.079, -0.035, 0.090], [-0.021, 0.033, 0.023], [0.026, -0.039, -0.021], [0.038, -0.006, 0.119], [0.026, -0.044, -0.107], [0.036, 0.003, 0.085], [-0.010, 0.008, -0.011], [-0.011, -0.006, -0.015], [0.041, -0.047, 0.069], [-0.029, 0.004, -0.087], [0.010, -0.007, 0.012], [0.001, -0.003, 0.018], [-0.066, 0.026, -0.064], [-0.149, 0.114, 0.238], [0.439, -0.720, -0.148], [0.269, -0.184, 0.252], [-0.901, -0.023, -0.086], [0.914, 0.338, -0.088], [-1.015, -0.141, -0.602], [0.184, -0.005, 0.598], [0.321, -0.391, 0.541], [0.103, -0.460, -1.040], [-0.233, 0.026, 0.496], [-0.160, 0.476, 0.465], [0.419, 0.543, 1.204], [0.070, -0.645, -0.931], [0.088, -0.047, -0.108], [-0.105, -0.097, 0.067], [0.111, 0.068, 0.070], [-0.087, 0.247, -0.003], [-0.286, 0.344, -0.025], [0.002, 0.273, -0.112], [-0.091, 0.118, -0.260], [-0.158, -0.102, -0.113], [0.165, 0.034, -0.064], [0.064, 0.242, -0.350]],
  "mulliken_charge": [-0.660, 0.550, 0.203, -0.581, -0.465, -0.481, -0.574, 0.177, 0.597, -0.690, 0.157, -0.525, -0.549, -0.438, -0.630, 0.313, 0.473, 0.400, 0.403, 0.492, 0.555, 0.405, 0.396, 0.476, -1.194, 0.067, -0.255, 0.398, 0.245, -0.094, -1.150, -0.480, 0.203, -0.490, -0.316, 0.434, -0.496, 0.312, 0.288, 0.363, 0.010, 0.388, 0.335, 0.412, 0.369, 0.333, 0.316],
  "homo_energy_ha": -0.328,
  "gap_ha": 0.289
}